[1]
C16H19Cl2N5Pd as an isolated structure. Source: OMol25; level of theory: ωB97M-V with the def2-TZVPD basis set.

Computed properties:
DFT total energy   -1942.72803 Ha
Highest occupied orbital energy   -6.94 eV
HOMO-LUMO gap   6.81 eV
Total charge   0

```
43
Properties=species:S:1:pos:R:3:forces:R:3
Pd 0.7945 0.6849 0.1199 0.0086 0.1676 0.1508
N -0.6683 0.1352 1.8491 0.0216 -0.0815 0.0520
C -0.7823 0.8851 3.1188 0.0120 -0.0051 -0.0052
C -1.7020 2.1049 3.0263 -0.0287 -0.0082 0.0158
C -1.0263 3.4099 2.5746 -0.1107 0.0271 -0.0946
C -0.5368 3.2501 1.1569 0.4107 -0.1385 -0.0668
N 0.6388 2.7813 0.9498 0.0796 0.1101 0.2008
H -1.6047 -0.0554 1.5060 0.0218 0.0056 -0.0380
H -0.2557 -0.7733 2.0444 -0.0248 -0.0256 0.0296
H 0.2214 1.1930 3.4202 -0.0025 -0.0059 -0.0063
H -1.1585 0.2249 3.9060 0.0005 0.0028 0.0031
H -2.1435 2.2724 4.0107 0.0078 0.0065 0.0026
H -2.5376 1.8782 2.3538 0.0191 0.0149 0.0123
H -0.1860 3.6367 3.2453 -0.0041 -0.0151 0.0190
H -1.7549 4.2213 2.6624 0.0058 0.0086 0.0004
H -1.4108 5.1690 -0.0274 -0.0870 0.0259 0.0505
H -1.2143 1.2797 -1.0025 -0.0405 -0.2381 -0.0898
H 1.1888 2.6407 1.8203 -0.2455 0.1147 -0.2270
H -1.8484 4.9355 -1.8278 0.0365 -0.0544 -0.0871
N 1.2717 -3.1842 2.2013 0.0000 0.0010 -0.0543
C 1.8397 -2.5359 1.4355 -0.0073 0.0185 0.0969
C 2.4539 -1.6497 0.4979 -0.0021 -0.0170 -0.0016
C 3.7725 -1.2952 0.5730 0.0143 0.0838 -0.0483
C 4.2685 -0.3229 -0.3202 -0.0702 -0.0493 0.0523
C 3.3920 0.2781 -1.1882 0.0886 0.0099 0.0362
N 2.1000 -0.0888 -1.3571 -0.1941 -0.2167 0.1756
C 1.5986 -1.0689 -0.5159 0.0676 0.0646 -0.4099
H 4.4130 -1.7402 1.3233 -0.0024 0.0045 0.0008
H 5.3065 -0.0248 -0.2983 -0.0004 -0.0030 -0.0004
H 3.7224 1.0861 -1.8323 0.0023 0.0096 0.0129
H 0.7979 -1.6872 -0.9188 -0.0164 0.0292 0.0306
Cl -1.3896 4.1357 -0.7851 0.0435 0.0860 0.1514
C -4.3147 3.2930 -0.0642 -0.1691 0.0440 0.0728
C -4.3678 2.0296 -0.0573 0.3324 -0.0910 -0.0136
C -4.0419 0.6236 -0.0985 -0.0348 0.0145 -0.0296
C -3.0162 0.1057 -0.7686 0.0532 0.0030 0.0314
C -2.0186 0.8398 -1.6271 -0.1242 0.0935 -0.1368
Cl -1.2494 -0.3164 -2.7483 0.1236 -0.0433 0.0210
C -2.6077 1.8953 -2.4572 -0.0447 -0.1696 0.0961
N -3.0637 2.7145 -3.1175 0.0239 0.1392 -0.0739
H -5.4259 2.4546 0.2228 -0.1344 0.0857 0.0723
H -4.6665 -0.0356 0.4890 -0.0200 -0.0132 -0.0258
H -2.8309 -0.9585 -0.6962 -0.0096 0.0043 0.0217
```
Positions in Å, forces in eV/Å.

---

[2]
A 2-piece molecular cluster, C5H5F4O3S overall at a distorted geometry. Source: OMol25; level of theory: ωB97M-V with the def2-TZVPD basis set.

Computed properties:
DFT total energy   -1216.84016 Ha
Highest occupied orbital energy (spin up / spin down)   -3.49 / -3.49 eV
HOMO-LUMO gap (spin up / spin down)   5.95 / 5.95 eV
Total charge   -1

```
18
Properties=species:S:1:pos:R:3:forces:R:3
C 1.3497 0.2798 0.7401 0.6520 2.1333 -1.7687
C 0.1341 -0.1531 0.5327 -2.3682 -2.8210 3.2481
C -0.7268 -0.1312 -0.6985 -2.4774 -3.6373 2.1838
C -3.0352 -0.4112 0.1515 0.8164 0.4425 -0.6580
C -3.8523 0.5871 0.9807 0.7601 0.7806 -0.6541
O -0.2880 3.2311 -1.1892 -0.5055 -0.3177 0.0566
O -1.2878 2.3902 -3.2651 -0.5588 0.4459 2.6409
O -2.0336 0.4193 -0.6563 -1.0525 0.1462 1.5373
F -3.8810 -0.9579 -0.8563 -0.0385 0.5367 0.3179
F -4.3153 1.7904 0.3711 -0.1897 -1.2307 0.1729
F -3.0485 1.0834 1.9443 0.1269 -0.0986 0.2919
F -4.9165 0.0337 1.6164 0.3177 0.2646 -0.7076
S -1.4860 2.7404 -1.8337 0.7402 -0.2149 -2.5551
H 1.9442 0.1021 1.6200 -0.0618 -0.0346 0.1298
H 1.6929 1.0286 -0.0185 0.4072 -0.7981 0.6505
H -0.2977 -0.8121 1.4242 0.5707 1.3052 -2.0693
H -0.9648 -1.2674 -0.9255 1.1958 1.9934 -0.0970
H -0.2420 0.4116 -1.4038 1.6655 1.1044 -2.7200
```
Positions in Å, forces in eV/Å.

---

What are the energy above the lowest of the compared OMol25 structures with the same formula, charge and spin values for these records? In order: 0.0; 24.0 kcal per mole.